{"formula": "C2H29O13", "method": "ωB97M-V with the def2-TZVPD basis set", "e_homo_ev": -5.58, "charge": -1, "energy_ev": -29163.297, "gap_ev": 8.24, "symbols": ["C", "C", "O", "H", "H", "H", "H", "H", "O", "H", "H", "O", "H", "H", "O", "H", "H", "O", "H", "H", "O", "H", "H", "O", "H", "H", "O", "H", "H", "O", "H", "H", "O", "H", "H", "O", "H", "H", "O", "H", "H", "O", "H", "H"], "coordinates": [[0.89, -0.10, 1.01], [0.60, -1.60, 0.75], [-0.41, -1.67, -0.15], [0.08, 0.21, 1.61], [0.92, 0.48, 0.06], [1.71, 0.27, 1.53], [0.48, -2.08, 1.72], [1.44, -2.07, 0.25], [1.94, -4.37, -1.27], [1.77, -3.69, -0.57], [2.38, -3.91, -1.94], [-0.46, 3.49, -1.04], [-1.21, 4.03, -1.39], [-0.79, 2.52, -1.06], [2.71, 0.31, -2.16], [2.55, 1.12, -1.62], [2.35, 0.38, -3.05], [-0.46, 2.76, 3.46], [0.09, 2.98, 2.71], [-1.13, 3.38, 3.59], [-2.90, -1.79, -1.02], [-3.50, -2.29, -0.45], [-2.02, -1.78, -0.60], [-1.75, -1.46, 2.57], [-0.91, -1.67, 2.19], [-1.65, -0.79, 3.20], [-2.41, 2.16, 1.48], [-2.21, 1.56, 0.79], [-3.32, 2.46, 1.51], [3.03, 2.70, -0.97], [2.45, 2.77, -0.23], [3.90, 2.90, -0.66], [-0.01, -1.84, -2.65], [-0.37, -0.98, -2.93], [0.14, -1.71, -1.68], [-1.08, -4.16, -1.02], [-0.22, -4.47, -1.15], [-0.86, -3.26, -0.82], [1.16, 2.80, 0.93], [1.10, 1.86, 1.13], [0.45, 3.01, 0.32], [-1.52, 0.86, -0.88], [-2.21, 0.27, -0.89], [-0.70, 0.41, -0.61]]}



{"formula": "C2H2AgFLiO2", "method": "ωB97M-V with the def2-TZVPD basis set", "e_homo_ev": [-11.31, -14.83], "charge": 1, "energy_ev": -13111.736, "multiplicity": 3, "gap_ev": [5.71, 8.30], "symbols": ["H", "O", "C", "C", "O", "Li", "Ag", "F", "H"], "coordinates": [[-1.30, 0.17, -1.81], [0.93, 0.97, -1.60], [-0.05, 0.18, -1.61], [-0.71, -0.05, -0.25], [0.03, 0.13, 0.76], [1.66, 1.31, 0.07], [-0.31, -0.42, 2.75], [0.19, -1.08, -2.23], [-1.80, 0.11, -0.10]]}



{"formula": "C2H2AgO3", "method": "ωB97M-V with the def2-TZVPD basis set", "e_homo_ev": [-6.78, -9.49], "energy_ev": -12245.281, "multiplicity": 2, "gap_ev": [5.57, 8.27], "symbols": ["O", "C", "Ag", "H", "O", "C", "O", "H"], "coordinates": [[1.58, -0.61, 0.24], [0.30, -0.69, 0.32], [2.21, 1.54, -0.08], [-0.16, -1.39, 1.04], [-0.05, 1.55, -0.46], [-0.54, 0.49, -0.03], [-1.72, 0.07, -0.52], [-1.62, -0.97, -0.52]]}



{"formula": "C2H2AlF2LiO", "method": "ωB97M-V with the def2-TZVPD basis set", "e_homo_ev": [-24.29, -25.41], "charge": 3, "energy_ev": -16348.065, "multiplicity": 2, "gap_ev": [5.91, 6.89], "symbols": ["F", "O", "Al", "Li", "C", "C", "H", "F", "H"], "coordinates": [[-3.03, 0.45, -0.09], [-0.38, -0.15, 0.22], [-1.98, -0.85, 0.03], [-2.42, 2.10, 0.00], [0.75, -0.21, -0.46], [1.93, -0.36, 0.17], [1.83, 0.78, -0.56], [1.12, -1.77, -0.46], [2.19, 0.01, 1.16]]}



{"formula": "C2H2BO5", "method": "ωB97M-V with the def2-TZVPD basis set", "smiles": "O=C=C([O-])OB(O)O", "e_homo_ev": -2.94, "charge": -1, "energy_ev": -13023.078, "gap_ev": 6.52, "symbols": ["O", "C", "C", "O", "O", "B", "O", "O", "H", "H"], "coordinates": [[1.88, 1.81, 0.75], [1.43, 0.69, 0.51], [1.45, -0.55, -0.12], [1.56, -1.78, 0.19], [0.33, -0.27, -1.18], [-0.74, 0.03, -0.40], [-1.56, 1.13, -0.79], [-1.30, -0.80, 0.52], [-2.36, 1.27, -0.11], [-0.69, -1.54, 0.62]]}



{"formula": "C2H2BaFLiO2", "method": "ωB97M-V with the def2-TZVPD basis set", "e_homo_ev": [-18.65, -19.14], "charge": 2, "energy_ev": -9796.430, "gap_ev": [8.27, 8.45], "symbols": ["C", "C", "O", "F", "H", "H", "Li", "Ba", "O"], "coordinates": [[-0.67, 0.35, -0.21], [-1.84, 0.98, -0.70], [-0.73, -0.76, 0.26], [0.49, 0.11, 1.73], [1.44, -0.34, -1.70], [-2.79, 0.84, -0.17], [0.79, -2.02, 0.79], [2.28, 0.88, 0.88], [1.03, -0.05, -0.88]]}



{"formula": "C2H2Br2Cl2", "method": "ωB97M-V with the def2-TZVPD basis set", "smiles": "ClC(Cl)C(Br)Br", "e_homo_ev": -10.54, "energy_ev": -167235.626, "gap_ev": 10.64, "symbols": ["Cl", "C", "Cl", "C", "Br", "Br", "H", "H"], "coordinates": [[1.74, 1.20, -0.12], [0.01, 0.83, -0.28], [-0.79, 1.83, 0.88], [-0.29, -0.71, 0.17], [0.15, -1.92, -1.41], [0.71, -1.10, 1.76], [-0.30, 0.93, -1.35], [-1.24, -1.06, 0.35]]}



{"formula": "C2H2Br2ClNO2", "method": "ωB97M-V with the def2-TZVPD basis set", "smiles": "C#[N+][O-].O=C(Cl)Br.Br", "e_homo_ev": -10.39, "energy_ev": -160295.415, "gap_ev": 10.42, "symbols": ["C", "N", "O", "H", "O", "C", "Cl", "Br", "Br", "H"], "coordinates": [[0.11, -1.77, -1.12], [-0.23, -1.27, -0.14], [-0.39, -0.68, 0.88], [0.37, -2.01, -2.17], [2.68, 0.16, -1.56], [3.86, 0.14, -1.60], [4.88, -1.20, -1.58], [4.71, 1.88, -1.49], [2.95, -1.50, 1.87], [1.72, -0.71, 1.32]]}



{"formula": "C2H2Br2N2O4", "method": "ωB97M-V with the def2-TZVPD basis set", "e_homo_ev": -10.72, "energy_ev": -153353.214, "gap_ev": 9.26, "symbols": ["C", "C", "N", "N", "O", "O", "O", "O", "Br", "Br", "H", "H"], "coordinates": [[0.11, -0.97, 0.23], [0.10, 1.03, -0.17], [0.16, -1.38, -1.19], [0.13, 1.43, 1.16], [-0.77, -2.01, -1.60], [1.10, -1.00, -1.79], [-0.95, 1.62, 1.67], [1.17, 1.49, 1.72], [-1.52, -1.38, 0.95], [-1.61, 1.41, -0.94], [1.07, -1.26, 0.77], [1.01, 1.01, -0.82]]}



{"formula": "C2H2Br2O3", "method": "ωB97M-V with the def2-TZVPD basis set", "e_homo_ev": -10.48, "energy_ev": -148331.537, "gap_ev": 9.27, "symbols": ["C", "C", "O", "O", "O", "Br", "Br", "H", "H"], "coordinates": [[1.71, 0.39, -0.69], [-2.39, 0.03, 0.94], [0.78, 1.13, -0.47], [-2.13, -1.09, 1.17], [1.64, -0.89, -0.28], [-3.56, 0.36, -0.50], [3.26, -1.73, -0.51], [2.65, 0.76, -0.96], [-1.96, 1.03, 1.30]]}



{"formula": "C2H2Br2O3", "method": "ωB97M-V with the def2-TZVPD basis set", "e_homo_ev": -8.85, "energy_ev": -148328.518, "gap_ev": 8.36, "symbols": ["C", "C", "O", "O", "O", "Br", "Br", "H", "H"], "coordinates": [[0.03, 0.92, 0.53], [-0.75, -0.54, -0.29], [-0.28, -0.31, 1.01], [-0.63, 0.84, -0.66], [1.93, 0.56, -0.36], [-2.71, -1.05, -0.15], [2.32, -1.15, -0.18], [0.35, 1.85, 1.01], [-0.26, -1.12, -0.91]]}



{"formula": "C2H2Br2S2", "method": "ωB97M-V with the def2-TZVPD basis set", "smiles": "S/C(Br)=C(/S)Br", "e_homo_ev": -9.08, "energy_ev": -163860.493, "gap_ev": 9.01, "symbols": ["S", "C", "Br", "C", "S", "Br", "H", "H"], "coordinates": [[0.34, 2.26, 0.18], [0.53, 0.49, 0.04], [2.35, -0.12, 0.14], [-0.40, -0.48, 0.13], [0.02, -2.16, 0.11], [-2.37, 0.00, 0.12], [0.66, 2.47, -1.16], [-1.14, -2.46, 0.44]]}



What did the fifth record say?
{"formula": "C2H2BO5", "method": "ωB97M-V with the def2-TZVPD basis set", "smiles": "O=C=C([O-])OB(O)O", "e_homo_ev": -2.94, "charge": -1, "energy_ev": -13023.078, "gap_ev": 6.52, "symbols": ["O", "C", "C", "O", "O", "B", "O", "O", "H", "H"], "coordinates": [[1.88, 1.81, 0.75], [1.43, 0.69, 0.51], [1.45, -0.55, -0.12], [1.56, -1.78, 0.19], [0.33, -0.27, -1.18], [-0.74, 0.03, -0.40], [-1.56, 1.13, -0.79], [-1.30, -0.80, 0.52], [-2.36, 1.27, -0.11], [-0.69, -1.54, 0.62]]}



Question: Which formula does entry 4 have?
Answer: C2H2AlF2LiO



What did the second record say?
{"formula": "C2H2AgFLiO2", "method": "ωB97M-V with the def2-TZVPD basis set", "e_homo_ev": [-11.31, -14.83], "charge": 1, "energy_ev": -13111.736, "multiplicity": 3, "gap_ev": [5.71, 8.30], "symbols": ["H", "O", "C", "C", "O", "Li", "Ag", "F", "H"], "coordinates": [[-1.30, 0.17, -1.81], [0.93, 0.97, -1.60], [-0.05, 0.18, -1.61], [-0.71, -0.05, -0.25], [0.03, 0.13, 0.76], [1.66, 1.31, 0.07], [-0.31, -0.42, 2.75], [0.19, -1.08, -2.23], [-1.80, 0.11, -0.10]]}